P | # C2H4O2

An isolated molecule of C2H4O2 (wB97M-V/def2-TZVPD, the Open Molecules 2025 dataset).

Each line ends with the Löwdin charge.
Atoms and positions in Å:
H: 1.5624 1.0825 -0.2886  0.139
H: -0.4559 -1.5490 -0.0692  0.093
C: 0.9476 0.1476 -0.0262  -0.223
O: 1.4963 -0.9175 0.0442  0.053
H: -0.8754 1.0739 -0.6708  0.110
H: -0.8443 0.7821 1.0115  0.122
O: -1.2396 -0.9352 -0.0489  -0.064
C: -0.5911 0.3155 0.0481  -0.230

Calculated values
Multiplicity: 1
Gap between HOMO and LUMO, eV: 11.476
E_LUMO, eV: 0.9
SMILES string: O=CCO

=====

Q | # C2H4O2

A cluster of 2 separate species, C2H4O2 in total (wB97M-V/def2-TZVPD, the Open Molecules 2025 dataset).

Each line ends with the Löwdin charge.
Atoms and positions in Å:
H: -1.4200 -0.1783 -0.7699  0.074
C: -0.4194 0.3867 0.7393  -0.110
H: -0.0738 1.3498 0.3625  0.063
H: 0.7131 -1.3922 -0.9781  0.082
H: -0.3268 0.3118 1.8206  0.080
O: -1.5940 -0.1193 0.1772  -0.095
C: 1.0574 -0.4512 -0.5386  -0.137
O: 2.0635 0.0926 -0.8130  0.043

Calculated values
Multiplicity: 1
Gap between HOMO and LUMO, eV: 9.177
E_LUMO, eV: 0.7

=====

Relative energy of each structure, in hartree: P 0.0000; Q 0.0764.